{"formula": "C10H16OS2", "method": "the ωB97M-V functional and the def2-TZVPD basis", "charge": 0, "spin_multiplicity": 3, "e_tot_ev": -34342.34807, "e_above_lowest_ev": 0.000, "symbols": ["C", "C", "C", "C", "C", "C", "C", "C", "C", "C", "O", "S", "S", "H", "H", "H", "H", "H", "H", "H", "H", "H", "H", "H", "H", "H", "H", "H", "H"], "xyz": [[1.16, -0.56, 2.00], [-0.12, -0.49, 1.66], [2.13, -0.21, 1.03], [1.74, -0.30, -0.41], [0.36, 0.42, -0.66], [-0.67, -0.20, 0.27], [2.86, 0.03, -1.47], [-0.02, 0.52, -2.14], [-2.95, -2.18, 0.20], [-1.63, 2.37, 1.25], [3.33, -0.11, 1.41], [-1.30, -1.75, -0.55], [-2.16, 0.87, 0.33], [1.47, -0.75, 3.02], [-0.77, -0.80, 2.45], [1.50, -1.36, -0.54], [0.28, 1.51, -0.27], [3.06, 1.06, -1.58], [2.46, -0.18, -2.46], [3.92, -0.33, -1.10], [0.52, 1.25, -2.72], [-1.14, 0.86, -2.36], [0.00, -0.47, -2.62], [-2.68, -3.00, 0.98], [-3.57, -2.56, -0.57], [-3.26, -1.32, 0.65], [-0.86, 1.91, 1.80], [-2.33, 2.74, 1.96], [-1.32, 3.03, 0.45]]}